ORCA calculation (ωB97M-V/def2-TZVPD) on a cluster of 3 separate species, C24H54N2O3 in total.

Molecular weight: 418.7 g/mol
Relative energy (zero: lowest compared OMol25 entry of this formula, charge and spin): 46.3 kJ/mol
HOMO level: -8.59 eV
HOMO-LUMO gap: 0.310 hartree

Last column: Löwdin charge in e.
CARTESIAN COORDINATES (ANGSTROEM)
C: -1.059 0.483 0.072  -0.11
C: 0.268 1.140 -0.297  -0.27
C: 1.471 0.211 -0.147  -0.22
C: 1.683 -0.266 1.294  -0.21
C: 3.122 -0.695 1.623  -0.18
C: 3.665 -0.143 2.957  -0.18
C: 3.955 -1.187 4.040  -0.17
C: 2.722 -1.873 4.639  -0.32
C: 1.764 -0.825 5.250  -0.17
O: 0.605 -0.676 4.454  -0.15
C: -0.221 0.405 4.815  -0.19
C: -1.586 -0.086 5.254  -0.19
O: -1.388 -1.040 6.300  -0.14
N: -2.677 -1.418 6.840  -0.01
O: -2.959 -2.500 6.525  0.10
N: 2.005 -2.696 3.661  -0.07
C: 2.749 -3.888 3.242  -0.11
H: -1.015 -0.005 1.048  0.06
H: -1.353 -0.271 -0.664  0.06
H: -1.860 1.225 0.118  0.07
H: 0.427 2.025 0.330  0.10
H: 0.216 1.509 -1.326  0.09
H: 1.320 -0.658 -0.800  0.11
H: 2.372 0.717 -0.508  0.10
H: 1.367 0.534 1.973  0.10
H: 1.020 -1.111 1.493  0.10
H: 3.781 -0.361 0.815  0.10
H: 3.173 -1.784 1.634  0.09
H: 2.973 0.607 3.353  0.10
H: 4.599 0.393 2.766  0.11
H: 4.473 -0.696 4.872  0.11
H: 4.665 -1.921 3.647  0.10
H: 3.053 -2.497 5.487  0.14
H: 1.477 -1.127 6.265  0.12
H: 2.280 0.140 5.335  0.12
H: -0.360 1.040 3.932  0.13
H: 0.222 1.001 5.619  0.13
H: -2.128 -0.544 4.421  0.12
H: -2.168 0.764 5.632  0.12
H: 1.152 -3.013 4.106  0.11
H: 2.591 -4.080 2.178  0.07
H: 2.443 -4.787 3.789  0.08
H: 3.821 -3.769 3.399  0.07
C: 0.576 4.886 -1.762  -0.12
C: 0.484 5.814 -2.969  -0.27
C: -0.153 5.155 -4.191  -0.23
C: 0.597 3.931 -4.724  -0.23
C: 2.055 4.187 -5.100  -0.27
C: 2.226 5.221 -6.208  -0.11
H: 1.208 4.021 -1.967  0.06
H: 0.998 5.403 -0.899  0.07
H: -0.413 4.517 -1.480  0.07
H: 1.482 6.186 -3.220  0.10
H: -0.107 6.694 -2.702  0.10
H: -0.251 5.899 -4.986  0.10
H: -1.173 4.850 -3.937  0.11
H: 0.064 3.555 -5.603  0.11
H: 0.557 3.128 -3.983  0.09
H: 2.501 3.242 -5.420  0.10
H: 2.619 4.502 -4.217  0.10
H: 1.690 4.917 -7.110  0.07
H: 3.277 5.344 -6.471  0.07
H: 1.847 6.199 -5.908  0.06
C: -4.314 -0.973 -2.289  -0.11
C: -4.820 -2.346 -1.860  -0.27
C: -3.756 -3.186 -1.153  -0.23
C: -2.517 -3.497 -1.996  -0.23
C: -2.803 -4.214 -3.314  -0.27
C: -3.465 -5.577 -3.135  -0.11
H: -3.503 -1.052 -3.015  0.07
H: -5.108 -0.383 -2.747  0.07
H: -3.938 -0.419 -1.426  0.06
H: -5.208 -2.883 -2.730  0.10
H: -5.667 -2.220 -1.180  0.10
H: -4.209 -4.119 -0.809  0.10
H: -3.433 -2.658 -0.249  0.11
H: -1.837 -4.111 -1.398  0.11
H: -1.976 -2.570 -2.207  0.09
H: -1.860 -4.342 -3.851  0.10
H: -3.430 -3.586 -3.953  0.10
H: -2.845 -6.231 -2.518  0.07
H: -3.615 -6.069 -4.097  0.07
H: -4.441 -5.491 -2.655  0.06